(1)
An isolated ion of composition C17H15O and charge +1. Source: OMol25; level of theory: ωB97M-V with the def2-TZVPD basis set.

Values from the calculation:
Net charge: +1

Last column: Löwdin charge in e.
Cartesian coordinates (Å):
C (0.23260, -0.33421, -0.31901)  -0.15
C (-0.16216, -1.15495, 0.94544)  -0.18
C (0.66116, -2.24633, 1.30518)  -0.03
C (0.70129, -2.68364, 2.65626)  -0.07
C (-0.12594, -2.10676, 3.60279)  -0.09
C (-1.07138, -1.15000, 3.21515)  -0.05
C (-1.18301, -0.76625, 1.84145)  -0.02
C (-0.93815, 0.08112, -1.26221)  -0.18
C (-0.86494, -0.20593, -2.64523)  -0.02
C (-1.69265, 0.50610, -3.55296)  -0.06
C (-2.66091, 1.38120, -3.08671)  -0.08
C (-2.84045, 1.54604, -1.70840)  -0.05
C (-1.98989, 0.87602, -0.79023)  -0.04
H (0.83866, -1.04747, -0.92595)  0.14
H (1.28404, -2.72516, 0.56274)  0.11
H (1.46272, -3.40843, 2.93772)  0.11
H (0.03421, -2.28911, 4.67232)  0.12
H (-1.68500, -0.62198, 3.94954)  0.11
H (-2.05804, -0.15942, 1.56211)  0.10
H (-0.16790, -0.95300, -3.01791)  0.11
H (-1.49953, 0.39674, -4.62067)  0.11
H (-3.19142, 2.04395, -3.77663)  0.12
H (-3.57471, 2.24812, -1.31040)  0.11
H (-2.16033, 1.03043, 0.27715)  0.09
C (1.18901, 0.90068, 0.03407)  -0.15
C (2.46734, 0.69023, 0.77089)  0.12
C (3.53063, 1.24434, 0.05363)  0.02
C (2.95730, 1.91227, -1.05406)  0.06
O (1.62307, 1.70767, -1.10564)  0.06
H (0.24780, 1.28877, 0.49742)  0.19
H (2.53381, 0.24451, 1.78183)  0.16
H (4.62363, 1.25150, 0.34510)  0.15
H (3.47913, 2.50295, -1.83480)  0.17


(2)
A 5-piece molecular cluster, C17H16Cl8F2O overall. Source: OMol25; level of theory: ωB97M-V with the def2-TZVPD basis set.

Values from the calculation:
ΔE to the lowest compared entry with this formula, charge and spin (kJ/mol): 0.0
SMILES: ClC(Cl)(Cl)Cl.ClC(Cl)(Cl)Cl.Fc1ccccc1.Fc1ccccc1.CC(C)=O
Net charge: 0

Last column: Löwdin charge in e.
Cartesian coordinates (Å):
Cl (-13.95511, 7.30356, 16.21212)  0.56
C (-14.09055, 7.16173, 14.47891)  -2.02
Cl (-12.67801, 6.30045, 13.82211)  0.56
Cl (-15.53155, 6.24684, 14.03316)  0.58
Cl (-14.13643, 8.75094, 13.71333)  0.52
Cl (-12.96696, 10.89199, 16.59279)  0.53
C (-12.68461, 12.19120, 15.45604)  -2.05
Cl (-12.64102, 11.54126, 13.79970)  0.50
Cl (-14.00506, 13.36746, 15.56042)  0.52
Cl (-11.15962, 12.99853, 15.79149)  0.54
F (-10.72292, 8.63157, 11.58351)  0.04
C (-10.84695, 7.77705, 10.54150)  -0.28
C (-9.76732, 7.59672, 9.70446)  -0.02
C (-9.87978, 6.69783, 8.65676)  -0.08
C (-11.03465, 5.93520, 8.52276)  -0.10
C (-12.08876, 6.10304, 9.39928)  -0.08
C (-12.00028, 7.03077, 10.43346)  -0.03
H (-8.87681, 8.18909, 9.87240)  0.12
H (-9.07712, 6.58496, 7.94138)  0.10
H (-11.06839, 5.21355, 7.71637)  0.10
H (-12.92807, 5.41801, 9.38119)  0.10
H (-12.73572, 7.05783, 11.22342)  0.06
F (-18.24439, 2.58065, 11.56867)  0.06
C (-16.94593, 2.71626, 11.24838)  -0.28
C (-16.34622, 1.77230, 10.44398)  -0.02
C (-14.99676, 1.89115, 10.14448)  -0.08
C (-14.23289, 2.88823, 10.73973)  -0.09
C (-14.85121, 3.79645, 11.59450)  -0.10
C (-16.20582, 3.73311, 11.82646)  -0.04
H (-16.88348, 0.90709, 10.07513)  0.12
H (-14.51810, 1.18972, 9.47407)  0.10
H (-13.18222, 2.93964, 10.48658)  0.10
H (-14.25014, 4.57638, 12.04370)  0.05
H (-16.75216, 4.43532, 12.44160)  0.08
C (-17.18419, 11.07538, 14.40546)  -0.02
C (-17.37089, 11.21724, 12.91443)  -0.50
C (-16.12286, 11.39450, 12.08318)  -0.03
O (-18.46570, 11.27120, 12.40122)  0.07
H (-18.10781, 10.69127, 14.84765)  0.08
H (-17.08478, 12.05934, 14.86601)  0.08
H (-16.37370, 10.38267, 14.62273)  0.05
H (-15.86492, 10.40496, 11.68369)  0.08
H (-15.24741, 11.73005, 12.63978)  0.03
H (-16.29615, 12.04358, 11.22900)  0.09


(3)
The molecule C17H16ClN3O2S. Source: OMol25; level of theory: ωB97M-V with the def2-TZVPD basis set.

Values from the calculation:
ΔE to the lowest compared entry with this formula, charge and spin (kJ/mol): 394.0
SMILES: O=C(CCSc1ccccn1)Nc1cc(Cl)ccc1C1=NCCO1
Net charge: 0

Last column: Löwdin charge in e.
Cartesian coordinates (Å):
O (-1.17962, -0.06961, -4.05738)  0.07
C (-1.67628, -0.35597, -2.99078)  -0.41
C (-1.21183, -1.64719, -2.19989)  -0.17
C (0.33257, -1.69512, -2.27427)  -0.39
S (1.02145, -3.38021, -1.68028)  0.94
C (2.44938, -3.05890, -0.76750)  -0.66
C (3.55821, -3.81495, -1.03552)  -0.13
C (4.75052, -3.48321, -0.41716)  -0.10
C (4.88728, -2.47572, 0.47711)  -0.12
C (3.73118, -1.87190, 0.89131)  -0.13
N (2.49907, -2.15582, 0.28107)  0.06
N (-2.31066, 0.71155, -2.36561)  0.12
C (-2.95831, 0.72261, -1.16239)  -0.18
C (-3.86387, -0.35851, -0.92178)  -0.05
C (-4.57355, -0.40478, 0.27446)  -0.69
Cl (-5.52445, -1.77076, 0.71073)  0.69
C (-4.44378, 0.68723, 1.19338)  -0.07
C (-3.60292, 1.79187, 0.86058)  -0.04
C (-2.90881, 1.84139, -0.27033)  -0.10
C (-1.91396, 2.95261, -0.53123)  -0.23
N (-1.50302, 3.28808, -1.72673)  0.08
C (-0.63168, 4.54931, -1.67019)  -0.10
C (-0.77245, 4.93340, -0.09001)  -0.15
O (-1.46018, 3.83295, 0.45965)  -0.05
H (-1.76567, -2.52516, -2.54798)  0.11
H (-1.38278, -1.52217, -1.11113)  0.11
H (0.61686, -0.79482, -1.61249)  0.12
H (0.68109, -1.59419, -3.25998)  0.04
H (3.46230, -4.70528, -1.68931)  0.11
H (5.66644, -4.12141, -0.58052)  0.13
H (5.81568, -2.21798, 1.05348)  0.12
H (3.80164, -0.96676, 1.52933)  0.11
H (-2.10976, 1.63037, -2.73946)  0.12
H (-4.24850, -1.02845, -1.79747)  0.16
H (-5.07463, 0.58642, 2.12160)  0.11
H (-3.42226, 2.70916, 1.43230)  0.13
H (-1.09259, 5.34183, -2.25255)  0.09
H (0.42340, 4.39485, -2.02321)  0.11
H (0.22354, 5.07536, 0.39717)  0.12
H (-1.27029, 5.94613, -0.01636)  0.12


(4)
The molecule C17H16FIN2O3S. Source: OMol25; level of theory: ωB97M-V with the def2-TZVPD basis set.

Values from the calculation:
ΔE to the lowest compared entry with this formula, charge and spin (kJ/mol): 0.0
SMILES: CC1(C)CNC(=O)c2sc(Nc3ccc(I)cc3F)c(C(=O)O)c2C1
Net charge: 0

Last column: Löwdin charge in e.
Cartesian coordinates (Å):
C (-2.49185, 1.75880, 2.37396)  -0.05
C (-2.61295, 2.07625, 0.88534)  -0.51
C (-3.42741, 3.40273, 0.68391)  -0.05
C (-3.44276, 0.91588, 0.21316)  -0.14
N (-3.36446, 0.92391, -1.23538)  0.08
C (-2.25953, 0.36364, -1.86359)  -0.47
O (-2.44186, -0.22131, -2.94016)  0.02
C (-0.97776, 0.20780, -1.18394)  -0.41
S (0.11482, -1.08465, -1.57925)  1.18
C (1.19498, -0.54490, -0.29785)  -0.41
N (2.41163, -1.11774, 0.05441)  0.07
C (2.93725, -2.21662, -0.58344)  -0.21
C (4.23394, -2.19647, -1.14309)  -0.01
C (4.82003, -3.31689, -1.71733)  -0.15
C (4.13469, -4.53162, -1.69762)  -0.54
I (5.17191, -6.43583, -2.48867)  0.64
C (2.83475, -4.58574, -1.18359)  -0.07
C (2.25522, -3.46107, -0.59922)  -0.21
F (0.99640, -3.59668, -0.10160)  0.05
C (0.78522, 0.58400, 0.38867)  -0.10
C (1.54636, 1.29273, 1.40259)  -0.46
O (2.75794, 1.34604, 1.23375)  0.08
O (0.93237, 1.79096, 2.48846)  0.14
C (-0.51284, 0.98414, -0.15593)  -0.16
C (-1.22763, 2.27585, 0.25741)  -0.08
H (-1.89759, 2.53181, 2.86917)  0.09
H (-2.03510, 0.75719, 2.48711)  0.10
H (-3.46374, 1.73322, 2.85325)  0.08
H (-4.42149, 3.30786, 1.09220)  0.07
H (-3.51813, 3.71937, -0.38965)  0.09
H (-2.93997, 4.24395, 1.16180)  0.08
H (-3.01410, -0.04125, 0.55944)  0.13
H (-4.47220, 1.01388, 0.54409)  0.13
H (-4.25095, 0.62053, -1.65521)  0.15
H (3.05335, -0.45728, 0.50143)  0.13
H (4.77456, -1.25828, -1.14422)  0.12
H (5.84579, -3.19199, -2.10382)  0.11
H (2.28196, -5.54267, -1.15499)  0.12
H (1.64503, 2.21232, 2.97933)  0.13
H (-0.57465, 2.88312, 0.86643)  0.11
H (-1.38123, 2.85503, -0.67734)  0.13


(5)
An isolated ion of composition C17H16FN2O2 and charge +1. Source: OMol25; level of theory: ωB97M-V with the def2-TZVPD basis set.

Values from the calculation:
ΔE to the lowest compared entry with this formula, charge and spin (kJ/mol): 0.0
SMILES: CCOC(=O)[C@H]([N+]#N)[C@H](c1ccccc1)c1ccc(F)cc1
Net charge: +1

Last column: Löwdin charge in e.
Cartesian coordinates (Å):
C (2.46910, 2.15602, -3.48373)  -0.06
C (2.81050, 1.00212, -2.58687)  -0.20
O (1.71927, 0.80099, -1.64639)  0.04
C (2.00445, -0.30415, -0.93630)  -0.42
O (2.92336, -1.05442, -1.23210)  0.12
C (1.12675, -0.56448, 0.28043)  -0.11
N (1.58814, -1.96468, 0.74962)  0.21
N (1.88606, -2.50571, 1.70916)  0.44
C (-0.25131, -0.47033, 0.01053)  -0.22
C (-0.75476, 0.94850, 0.36167)  -0.18
C (-1.36462, 1.73857, -0.60867)  -0.02
C (-1.75359, 3.04114, -0.29036)  -0.05
C (-1.51865, 3.55537, 0.99183)  -0.05
C (-0.90515, 2.75357, 1.96044)  -0.05
C (-0.49285, 1.45907, 1.63361)  -0.07
C (-1.04608, -1.60282, 0.67479)  -0.19
C (-1.24615, -2.78267, -0.05449)  -0.03
C (-1.75849, -3.91623, 0.56464)  0.02
C (-2.00688, -3.85226, 1.93280)  -0.24
F (-2.30121, -5.01715, 2.59483)  0.06
C (-1.88213, -2.68307, 2.67002)  0.02
C (-1.46534, -1.52927, 2.00238)  -0.02
H (3.32860, 2.30614, -4.14902)  0.09
H (1.59525, 1.92002, -4.10537)  0.09
H (2.29651, 3.08141, -2.92497)  0.09
H (2.94873, 0.08498, -3.17106)  0.13
H (3.71949, 1.19575, -2.00168)  0.14
H (1.48281, 0.15569, 1.04578)  0.19
H (-0.41887, -0.57533, -1.07408)  0.16
H (-1.53434, 1.30783, -1.60155)  0.13
H (-2.24177, 3.65403, -1.04772)  0.12
H (-1.80732, 4.58022, 1.23795)  0.12
H (-0.73876, 3.11429, 2.97348)  0.11
H (0.03714, 0.83924, 2.36483)  0.11
H (-1.01309, -2.79645, -1.12303)  0.13
H (-1.90962, -4.83699, 0.00978)  0.13
H (-2.08246, -2.66272, 3.73801)  0.13
H (-1.44274, -0.57622, 2.53082)  0.11


(6)
C17H16N2O2S3 as an isolated structure. Source: OMol25; level of theory: ωB97M-V with the def2-TZVPD basis set.

Values from the calculation:
ΔE to the lowest compared entry with this formula, charge and spin (kJ/mol): 1475.2
Net charge: 0

Last column: Löwdin charge in e.
Cartesian coordinates (Å):
C (-0.32689, 0.84205, -5.35055)  0.06
C (0.36107, 0.28451, -4.34735)  -0.14
C (1.19436, 1.04311, -3.43871)  -0.23
N (0.71764, 0.98888, -2.12900)  0.01
C (1.00061, 0.03281, -1.43070)  -0.41
N (0.85722, -0.21341, -0.24842)  0.09
C (0.00356, 0.67715, 0.29860)  -0.55
C (-0.73671, 1.50881, -0.41219)  -0.14
C (-1.66880, 2.19270, 0.36897)  0.03
C (-1.81688, 1.67711, 1.71121)  -0.37
S (-0.62256, 0.11553, 1.78524)  1.10
C (-2.69555, 1.99838, 2.62872)  -0.28
C (-2.05864, 2.75079, 3.97875)  -0.01
H (-1.12098, 1.82805, 4.35319)  0.16
H (-1.40168, 3.47480, 3.58299)  0.04
H (-2.43374, 3.06553, 4.73357)  -0.07
H (-3.29861, 1.37400, 3.21513)  0.10
H (-3.31078, 2.93226, 2.40700)  0.15
H (-2.16506, 2.94859, 0.16586)  0.04
C (-0.08467, 1.90767, -1.68336)  -0.27
O (-0.66306, 2.80138, -2.43734)  0.02
S (2.61859, -1.09412, -2.21705)  0.92
C (2.60608, -2.35333, -0.76253)  -0.36
C (1.27065, -2.66321, -0.39213)  -0.21
O (0.13751, -3.19848, -1.35478)  -0.21
C (0.79891, -2.95249, 1.10375)  -0.53
C (1.49615, -2.58048, 2.20812)  -0.16
C (0.93647, -3.16486, 3.32968)  -0.21
C (-0.30856, -3.26542, 3.08945)  -0.51
S (-0.76108, -3.34660, 1.52055)  1.09
H (-1.13823, -3.74223, 3.81277)  0.14
H (1.21475, -2.94439, 4.25954)  0.08
H (2.65093, -2.46688, 2.16249)  0.15
H (2.94864, -1.69530, 0.07668)  0.10
H (3.04381, -3.07020, -1.12826)  -0.01
H (1.17309, 2.07351, -3.78184)  0.15
H (2.11714, 0.85202, -3.65126)  0.04
H (0.71831, -0.64409, -4.24853)  0.05
H (-0.92730, 0.16651, -6.09667)  0.10
H (-0.32566, 1.85935, -5.68159)  0.06


(7)
A 2-piece molecular cluster, C17H16NO3 overall. Source: OMol25; level of theory: ωB97M-V with the def2-TZVPD basis set.

Values from the calculation:
ΔE to the lowest compared entry with this formula, charge and spin (kJ/mol): 0.0
Net charge: -1

Last column: Löwdin charge in e.
Cartesian coordinates (Å):
C (-5.21929, 2.12782, -1.36067)  -0.11
C (-4.79511, 0.79044, -1.35154)  -0.09
C (-3.43453, 0.49386, -1.42401)  -0.04
C (-2.49487, 1.52582, -1.45764)  -0.18
C (-1.03855, 1.15065, -1.35386)  -0.20
O (-0.27525, 0.90484, -2.26896)  0.03
C (-2.91299, 2.85814, -1.56369)  -0.03
C (-4.27518, 3.15904, -1.48035)  -0.10
H (-6.28411, 2.35954, -1.26391)  0.09
H (-5.52154, -0.02068, -1.27915)  0.09
H (-3.07442, -0.53603, -1.42746)  0.12
H (-0.69191, 1.07882, -0.29176)  0.09
H (-2.16788, 3.64573, -1.68240)  0.11
H (-4.61720, 4.19692, -1.50037)  0.09
C (4.27971, -1.25609, -1.79456)  -0.12
C (2.92574, -0.90384, -1.85122)  -0.08
C (2.10986, -1.13808, -0.74295)  -0.04
C (2.61767, -1.74882, 0.40526)  -0.23
C (1.69757, -1.95975, 1.58847)  -0.13
C (1.27037, -0.61097, 2.17389)  -0.39
C (0.44473, -0.65627, 3.45820)  -0.14
O (-0.69119, 0.17965, 3.21349)  -0.02
C (-0.62581, 0.62581, 1.91959)  -0.63
O (-1.52089, 1.35915, 1.47804)  -0.03
N (0.46471, 0.14341, 1.26512)  0.06
C (3.98218, -2.07704, 0.46815)  -0.06
C (4.81128, -1.81951, -0.62780)  -0.12
H (4.92647, -1.06949, -2.65474)  0.09
H (2.48496, -0.44093, -2.73599)  0.10
H (1.07630, -0.78941, -0.73996)  0.08
H (0.78324, -2.48392, 1.26304)  0.13
H (2.20468, -2.54015, 2.36703)  0.11
H (2.19872, -0.05766, 2.43128)  0.13
H (0.09964, -1.66877, 3.69513)  0.11
H (1.00631, -0.24754, 4.30580)  0.11
H (4.38077, -2.51152, 1.38861)  0.10
H (5.87581, -2.06318, -0.56810)  0.09


(8)
A 2-piece molecular cluster, C17H17BNO11 overall. Source: OMol25; level of theory: ωB97M-V with the def2-TZVPD basis set.

Values from the calculation:
Net charge: -1

Last column: Löwdin charge in e.
Cartesian coordinates (Å):
C (3.15748, -1.83850, -1.29025)  -0.13
C (1.54936, -2.02596, -1.50963)  -0.24
C (1.05873, -0.99397, -2.63483)  -0.22
C (-0.48018, -1.13085, -3.07219)  -0.19
C (-1.48613, -1.61760, -1.92172)  -0.13
C (-2.87072, -0.73831, -1.85330)  -0.31
C (-2.48737, 0.33266, -0.69365)  -0.13
C (-3.43378, 0.67492, 0.47272)  0.00
C (-3.12513, 1.66558, 1.64541)  -0.02
C (-1.68485, 2.29520, 1.49672)  -0.02
C (-0.88963, 1.85526, 0.24935)  -0.10
N (-1.21574, 0.95999, -0.79841)  0.10
C (-3.95370, -1.82234, -1.41095)  -0.11
O (-4.62815, -2.19875, -2.66459)  0.00
C (-4.59613, -0.93606, -3.37422)  -0.35
O (-5.50544, -0.46368, -4.09701)  0.10
O (-3.36904, -0.20798, -3.11709)  0.06
H (3.36162, -1.16892, -0.36978)  0.06
H (3.66514, -1.32032, -2.17458)  0.07
H (3.67836, -2.85097, -1.08442)  0.07
H (1.35664, -3.12451, -1.75148)  0.10
H (1.08187, -1.69902, -0.50151)  0.09
H (1.68919, -1.22524, -3.58204)  0.11
H (1.34277, 0.06746, -2.30689)  0.11
H (-0.59662, -1.75617, -4.04059)  0.11
H (-0.82694, -0.06679, -3.37624)  0.11
H (-1.06531, -1.59921, -0.86299)  0.12
H (-1.79248, -2.71699, -2.12848)  0.12
H (-4.46346, 0.16042, 0.48108)  0.08
H (-3.83061, 1.89251, 2.50658)  0.09
H (-1.26498, 3.02735, 2.26866)  0.10
H (0.15577, 2.33966, 0.16166)  0.11
H (-3.56492, -2.65712, -0.73289)  0.15
H (-4.85724, -1.43917, -0.79169)  0.13
B (3.06883, 1.56259, 3.29756)  -0.90
O (3.15537, 1.83331, 1.85177)  0.24
C (2.32694, 0.98516, 1.24374)  -0.41
O (2.15432, 0.93910, 0.04829)  0.11
C (1.67154, 0.13503, 2.24259)  -0.40
O (0.86421, -0.73511, 2.01638)  0.14
O (2.10038, 0.46492, 3.46096)  0.24
O (4.38446, 1.19048, 3.84325)  0.24
C (4.68255, 2.07964, 4.79296)  -0.40
O (5.69880, 2.06477, 5.44431)  0.14
C (3.59500, 3.05608, 4.91018)  -0.40
O (3.55539, 3.98918, 5.67518)  0.14
O (2.63384, 2.76225, 4.03206)  0.23


| no. | E_LUMO (eV) | gap between HOMO and LUMO (eV) |
| --- | --- | --- |
| 1 | -5.8 | 6.3095 |
| 2 | 0.0 | 9.4592 |
| 3 | 0.3 | 8.8254 |
| 4 | -0.2 | 7.9463 |
| 5 | -6.5 | 6.0915 |
| 6 | -0.8 | 7.5622 |
| 7 | 3.3 | 7.2395 |
| 8 | 1.9 | 9.1976 |